The following is a quantum chemistry calculation of a cluster of 2 separate species, C3H3FN2S in total, from OMol25.

Its frontier orbital gap (alpha / beta) is 6.623 / 5.981 eV. The total energy is -19687.0972 eV. As for the LUMO energy (alpha / beta): -2.426 / -2.665 eV. The total charge is 0. The HOMO energy (alpha / beta) comes out at -9.048 / -8.646 eV. For the energy above the lowest of the compared OMol25 structures with the same formula, charge and spin, the calculation gives 123.1 kcal/mol.

Geometry as XYZ:
```
10
Properties=species:S:1:pos:R:3:forces:R:3
S -0.326891 -1.196284 -1.060522 1.1 0.4 -3.1
F 0.347818 -1.670040 3.241241 3.3 -0.9 1.8
N 0.301955 1.723981 0.154306 -0.7 0.3 3.7
N -1.341945 -1.040525 1.480096 0.7 0.7 -2.3
C -0.855996 -0.877514 0.424376 -2.0 0.0 4.4
C 0.148332 0.330651 -1.776835 1.8 1.3 1.4
C 0.535156 1.581564 -1.023998 -0.7 -2.2 -4.2
H 0.939732 2.418047 -1.617582 0.1 -0.3 -0.3
H 0.693350 0.209491 -2.715996 -0.7 -0.1 -0.1
H -0.441512 -1.479372 2.894913 -2.9 0.8 -1.3
```
Positions in Å, forces in eV/Å.